(1)
Below is a single C16H16ClNO5S molecule, with properties calculated with ωB97M-V/def2-TZVPD.

XYZ file:
```
40
Properties=species:S:1:pos:R:3:forces:R:3
C 3.3761 2.4458 -2.3998 0.00 0.20 -0.11
H 2.8042 3.2290 -1.8913 0.01 -0.03 -0.03
O 3.2824 1.2164 -1.7238 -0.19 -0.35 0.14
C 2.0574 0.6414 -1.5939 -0.02 -0.06 0.05
C 0.8615 1.1696 -2.0600 0.30 0.09 -0.02
C -0.3439 0.5219 -1.8417 -0.20 -0.30 0.17
C -0.3897 -0.6917 -1.1645 0.93 0.37 -0.23
C 0.8127 -1.2597 -0.7407 0.14 0.23 -0.32
C 2.0028 -0.5942 -0.9365 -0.11 0.24 -0.10
Cl 3.4644 -1.2880 -0.3541 0.23 -0.18 0.12
H 0.8110 -2.2311 -0.2783 0.16 -0.08 0.01
N -1.5809 -1.3409 -0.8544 -0.45 -0.70 0.76
S -1.6562 -2.2195 0.5963 -0.25 0.40 -0.03
O -3.0522 -2.3173 0.9116 -0.06 0.21 0.03
O -0.9106 -3.4350 0.5016 0.32 0.13 -0.02
C -0.8368 -1.1016 1.7269 -0.26 -0.42 -0.28
C 0.3194 -1.4863 2.3781 0.02 -0.15 0.02
C 0.9725 -0.5761 3.1875 -0.13 0.04 -0.03
C 0.4774 0.7153 3.3500 -0.02 -0.09 -0.04
C -0.6989 1.0721 2.6995 -0.02 -0.09 -0.06
C -1.3575 0.1665 1.8864 -0.09 0.05 0.03
H -2.2725 0.4304 1.3796 -0.12 0.13 -0.06
H -1.0994 2.0671 2.8263 -0.04 0.09 0.01
C 1.2127 1.6940 4.2107 0.03 0.00 0.01
H 2.2044 1.8794 3.8004 0.07 0.07 0.01
H 0.6802 2.6388 4.2752 0.00 0.08 0.04
H 1.3406 1.2942 5.2151 0.02 0.03 0.09
H 1.8816 -0.8643 3.6935 0.11 -0.05 0.05
H 0.6911 -2.4888 2.2392 0.12 -0.11 -0.02
C -2.8175 -0.9750 -1.4816 -0.31 -0.06 0.04
C -2.8184 -1.2852 -2.9666 0.25 -0.13 -0.20
O -1.9724 -1.8807 -3.5663 0.13 -0.12 0.06
O -3.9179 -0.7889 -3.5504 -0.57 0.31 0.02
H -3.9308 -1.0153 -4.4945 0.25 -0.08 0.22
H -3.5962 -1.5769 -1.0029 -0.06 0.24 -0.22
H -3.0804 0.0817 -1.3383 0.01 -0.11 -0.01
H -1.2432 0.9804 -2.2189 -0.13 0.06 -0.03
H 0.8522 2.1055 -2.5951 0.03 0.09 -0.05
H 4.4332 2.7059 -2.3869 -0.09 0.03 -0.03
H 3.0370 2.3613 -3.4371 0.00 0.01 0.03
```
Positions in Å, forces in eV/Å.

Properties
- orbital gap (eV) = 8.6
- multiplicity = 1
- SMILES string = COc1ccc(N(CC(=O)O)S(=O)(=O)c2ccc(C)cc2)cc1Cl
- HOMO energy (eV) = -8.175

***

(2)
Below is a molecular structure, C4H11N3O2, with properties calculated with ωB97M-V/def2-TZVPD.

XYZ file:
```
20
Properties=species:S:1:pos:R:3:forces:R:3
C -0.7573 -0.3876 -0.5087 1.80 1.98 -0.46
C 0.3343 0.9025 -1.1881 -1.18 -1.76 -0.08
C 1.6606 -0.9226 1.4261 0.35 -0.14 -0.05
N 0.4417 -0.1989 1.7295 -0.44 0.65 -0.38
C -0.5590 0.0844 0.8836 -1.74 -0.60 1.41
N -0.1912 -1.6671 -0.8415 -0.24 0.12 -0.16
N -0.3896 2.0952 -1.3991 -0.23 0.45 -0.05
O -2.0165 -0.0901 -0.8647 -0.59 0.67 1.18
O -1.5677 0.7769 1.2881 1.09 -0.15 -0.45
H -2.2705 0.5843 0.2368 1.10 -1.19 -1.14
H 0.4467 0.3914 2.5504 -0.06 -0.16 0.02
H -0.7586 -2.3994 -0.4230 -0.05 0.02 -0.04
H -0.2742 -1.7881 -1.8473 0.05 0.00 0.08
H -0.5767 2.5842 -0.5298 0.02 -0.02 -0.08
H -1.2899 1.8840 -1.8279 0.19 -0.01 0.11
H 0.5866 0.4228 -2.1339 0.15 0.11 -0.09
H 1.2454 1.0707 -0.6156 -0.10 -0.14 0.13
H 2.4129 -0.2754 0.9657 -0.02 -0.03 0.05
H 1.4584 -1.7428 0.7432 -0.05 0.13 0.06
H 2.0645 -1.3243 2.3561 -0.04 0.08 -0.04
```
Positions in Å, forces in eV/Å.

Properties
- orbital gap (eV) = 8.9
- multiplicity = 1
- HOMO energy (eV) = -8.219

***

(3)
Below is a single C20H25NO4 molecule, with properties calculated with ωB97M-V/def2-TZVPD.

XYZ file:
```
50
Properties=species:S:1:pos:R:3:forces:R:3
C 0.9029 -2.6865 3.1940 0.29 -0.23 -0.25
C 2.1948 -3.3073 2.6727 -0.01 0.26 0.60
H 2.9765 -2.5465 2.5855 -0.11 -0.22 0.05
H 2.5410 -4.0947 3.3482 -0.02 0.12 -0.06
O 2.0060 -3.9785 1.4365 0.15 0.02 -0.42
C 1.5115 -3.2691 0.3767 -0.14 0.03 -0.10
C 0.5360 -3.9038 -0.3796 0.19 0.11 0.21
C -0.0317 -3.2981 -1.4824 0.03 0.20 -0.12
C 0.3699 -2.0272 -1.8532 0.10 -0.17 0.00
C 1.3673 -1.3937 -1.1260 0.14 -0.06 0.01
C 1.9556 -1.9919 -0.0202 0.00 -0.15 0.02
O 2.9867 -1.4342 0.6890 -0.14 -0.46 -0.06
C 3.1947 -0.0382 0.6416 -0.04 0.47 0.05
C 2.0788 0.7325 1.3396 0.22 -0.30 -0.17
H 2.2475 1.8016 1.2425 -0.01 0.14 0.00
H 1.1167 0.4769 0.9010 -0.11 0.05 -0.02
H 2.0513 0.4720 2.3949 -0.02 0.00 0.11
H 3.3214 0.3074 -0.3918 0.04 -0.06 0.09
H 4.1438 0.1096 1.1648 -0.10 0.01 -0.15
H 1.6852 -0.4115 -1.4418 0.07 0.14 0.03
C -0.2362 -1.3546 -3.0556 0.07 -0.02 -0.09
C -0.7258 0.0289 -2.8204 -0.36 0.32 0.54
C -1.3028 0.6989 -1.7588 0.37 -0.16 -0.90
C -1.6093 1.9854 -2.3054 0.30 -0.68 -0.30
N -1.2382 2.0589 -3.5494 -0.44 1.19 0.12
O -0.6961 0.8520 -3.8753 0.26 -0.88 0.17
C -2.2734 3.0688 -1.5439 -0.08 0.16 0.02
H -1.9121 4.0392 -1.8866 -0.03 0.05 0.02
H -3.3472 3.0256 -1.7519 -0.02 0.04 0.04
C -2.0316 2.8835 -0.0375 -0.08 0.12 0.04
C -2.9346 3.8391 0.7441 0.14 -0.18 -0.16
H -2.7341 4.8687 0.4570 0.01 0.15 -0.02
H -3.9840 3.6279 0.5503 -0.14 -0.01 -0.01
H -2.7576 3.7415 1.8125 0.01 0.01 0.14
C -0.5686 3.1849 0.2938 -0.20 -0.06 -0.06
H -0.3700 2.9947 1.3460 0.05 -0.03 0.13
H -0.3410 4.2277 0.0839 0.05 0.12 -0.03
H 0.1005 2.5647 -0.2979 0.16 -0.05 -0.03
C -2.3730 1.4359 0.3524 0.06 0.04 0.14
C -1.5561 0.3731 -0.3598 -0.10 0.03 0.27
O -1.1705 -0.6277 0.2025 -0.15 -0.01 0.09
H -2.2538 1.2909 1.4279 -0.01 -0.04 -0.03
H -3.4211 1.2365 0.1059 -0.08 0.00 0.01
H 0.4907 -1.3062 -3.8735 -0.10 -0.02 0.00
H -1.0819 -1.9523 -3.4110 0.07 0.04 -0.05
H -0.8019 -3.8109 -2.0387 -0.10 -0.05 -0.07
H 0.2209 -4.8864 -0.0655 -0.02 -0.11 0.07
H 1.0852 -2.2034 4.1506 0.00 0.07 0.10
H 0.5243 -1.9500 2.4881 -0.07 0.13 -0.01
H 0.1434 -3.4542 3.3237 -0.10 -0.04 0.04
```
Positions in Å, forces in eV/Å.

Properties
- orbital gap (eV) = 8.6
- multiplicity = 1
- SMILES string = CCOc1ccc(Cc2onc3c2C(=O)CC(C)(C)C3)cc1OCC
- HOMO energy (eV) = -8.054

***

(4)
Below is 5 unconnected molecules or ions with the total composition C23H32N4O5S, with properties calculated with ωB97M-V/def2-TZVPD.

XYZ file:
```
65
Properties=species:S:1:pos:R:3:forces:R:3
C -3.8929 0.9733 -1.0242 -0.20 -0.20 0.65
C -4.4559 1.2152 0.3826 0.98 0.30 -0.42
S -4.1207 -0.2111 1.4642 -0.32 -0.15 0.35
C -2.6648 0.4387 2.3172 0.28 0.24 -0.20
O -2.0080 -0.5823 3.0800 -0.73 0.58 0.71
C -0.6579 -0.4816 3.0581 -1.60 1.32 1.76
O -0.0477 -0.9692 2.2142 2.64 -2.42 -3.54
O -0.0335 0.1940 4.0343 -0.39 0.33 0.56
C -0.2768 1.5982 4.0077 0.32 0.56 0.29
C 0.2408 2.2725 2.7337 -0.31 -0.01 -0.74
C -0.5648 3.5205 2.4625 1.99 -2.15 -2.47
O -1.0689 4.1174 3.2990 -2.42 2.84 4.03
O -0.6716 3.9687 1.1940 0.32 -0.54 -1.10
H -2.8356 0.7356 -0.9375 0.16 0.00 -0.10
H -4.0036 1.8565 -1.6465 -0.14 0.00 -0.20
H -4.3820 0.1041 -1.4488 -0.06 0.01 -0.38
H -3.9421 2.0968 0.7672 -0.09 0.02 0.42
H -5.5098 1.4629 0.3788 -0.22 -0.26 0.07
H -2.9016 1.2664 2.9798 -0.38 0.03 0.07
H -1.9805 0.8104 1.5567 0.14 0.00 -0.22
H -1.3108 1.8572 4.2046 -0.27 -0.22 -0.15
H 0.2735 2.0207 4.8356 0.12 -0.16 0.31
H 1.2795 2.5773 2.8432 0.15 -0.08 -0.04
H 0.1781 1.6531 1.8383 0.16 -0.43 0.15
H -0.3360 3.3091 0.5682 0.09 0.18 0.02
N 1.3699 -3.1621 0.1821 -0.17 -0.02 0.10
C 1.3192 -4.4149 -0.3570 -0.01 0.01 -0.04
C 2.4577 -4.5975 -1.0997 -0.04 -0.01 0.02
C 3.2247 -3.4059 -0.9986 0.04 0.01 -0.01
C 2.5235 -2.5441 -0.1969 0.02 0.10 -0.01
H 0.6653 -2.7482 0.7710 0.05 0.02 0.01
H 0.4823 -5.0661 -0.1690 0.03 -0.02 0.00
H 2.7121 -5.4857 -1.6530 0.01 0.01 0.00
H 4.1783 -3.2069 -1.4599 -0.01 -0.02 0.01
H 2.7380 -1.5436 0.1371 0.03 -0.01 -0.01
N -1.7675 6.2777 -0.3313 0.09 0.07 -0.10
C -2.9208 5.7837 -0.8735 0.04 -0.04 0.05
C -3.6361 6.8372 -1.3795 -0.04 -0.05 -0.03
C -2.8805 8.0142 -1.1359 0.03 0.05 0.00
C -1.7329 7.6345 -0.4903 0.01 -0.04 0.01
H -1.0562 5.7232 0.1149 -0.18 0.08 0.07
H -3.1341 4.7278 -0.8516 -0.02 0.02 0.01
H -4.5934 6.7717 -1.8697 0.01 0.00 0.00
H -3.1485 9.0227 -1.4038 0.00 -0.01 0.01
H -0.8983 8.2121 -0.1308 -0.02 0.02 0.00
N 1.9498 -8.3585 -2.3999 -0.05 -0.03 -0.03
C 1.9276 -9.7229 -2.5012 0.07 0.02 0.02
C 0.6210 -10.1272 -2.4442 0.01 -0.03 -0.01
C -0.1774 -8.9598 -2.3076 -0.03 0.02 0.00
C 0.6710 -7.8854 -2.2858 0.03 0.07 0.04
H 2.7778 -7.7919 -2.4082 -0.02 -0.02 0.00
H 2.8399 -10.2853 -2.6035 -0.02 -0.01 0.01
H 0.2748 -11.1460 -2.4955 0.00 0.01 0.00
H -1.2513 -8.9149 -2.2344 0.01 0.00 0.00
H 0.4770 -6.8293 -2.1986 -0.01 -0.01 -0.01
N 4.3253 1.0637 -0.9210 0.00 0.06 0.03
C 4.8290 2.1383 -1.6017 -0.01 -0.06 -0.01
C 4.1429 3.2522 -1.1989 0.03 0.05 -0.04
C 3.1896 2.8332 -0.2328 -0.06 -0.04 0.02
C 3.3295 1.4783 -0.0828 -0.06 -0.10 0.03
H 4.6390 0.1152 -1.0221 -0.02 0.02 0.00
H 5.6289 2.0175 -2.3120 -0.01 0.03 0.00
H 4.3062 4.2555 -1.5553 0.00 -0.01 0.00
H 2.4833 3.4568 0.2917 0.03 0.03 0.02
H 2.8070 0.7769 0.5462 0.00 0.03 0.02
```
Positions in Å, forces in eV/Å.

Properties
- orbital gap (eV) = 8.3
- multiplicity = 1
- SMILES string = CCSCOC(=O)OCCC(=O)O.c1cc[nH]c1.c1cc[nH]c1.c1cc[nH]c1.c1cc[nH]c1
- HOMO energy (eV) = -8.244

***

(5)
Below is 2 unconnected molecules or ions with the total composition C2H9NOS, with properties calculated with ωB97M-V/def2-TZVPD.

XYZ file:
```
14
Properties=species:S:1:pos:R:3:forces:R:3
C 0.8989 -0.8703 1.5132 0.89 0.12 -0.87
S 2.1470 0.0156 0.4605 -0.18 -0.35 0.56
H 1.4278 -1.3947 2.3024 -0.02 0.26 0.23
H 0.1947 -0.1244 1.8411 -0.33 -0.18 0.31
H 0.4528 -1.6209 0.8698 -0.31 0.08 0.08
H 1.4347 -0.1271 -0.6497 -0.10 0.05 -0.34
N -1.8479 0.9952 0.1531 0.56 -0.33 0.08
C -1.7273 0.6234 -1.1977 0.84 -0.54 -1.52
O -1.3131 -0.7425 -1.3840 0.91 0.97 0.16
H -1.6391 1.9520 0.3682 -0.25 0.03 0.19
H -2.5994 0.5472 0.6253 -0.58 0.30 0.51
H -2.6074 0.7767 -1.8449 -0.05 0.06 0.31
H -0.8850 1.1548 -1.6485 -0.28 0.36 0.13
H -2.0470 -1.3107 -1.2562 -1.10 -0.83 0.18
```
Positions in Å, forces in eV/Å.

Properties
- orbital gap (eV) = 9.5
- multiplicity = 1
- SMILES string = NCO.CS
- HOMO energy (eV) = -8.666

***

(6)
Below is a single C7H10O molecule, with properties calculated with ωB97M-V/def2-TZVPD.

XYZ file:
```
18
Properties=species:S:1:pos:R:3:forces:R:3
O -0.7072 -3.0127 -1.7783 0.09 0.60 -0.06
C -0.0835 -2.0320 -1.4305 -0.39 -1.58 -0.49
C 0.8946 -2.2140 -0.2262 -1.97 4.13 0.30
C 1.4653 -0.7845 0.1841 3.88 -2.42 -0.15
C 0.3594 0.0676 0.7111 1.44 0.29 1.84
C -0.0964 1.2113 0.2121 -0.89 0.07 -1.62
C -1.2539 2.0196 0.8515 2.55 -1.46 -1.09
C -1.7671 3.0570 0.1965 -1.28 -1.79 3.54
H -0.2751 -1.0827 -2.0779 0.85 -0.79 1.49
H 0.2843 -2.4179 0.6863 0.07 -0.37 -0.90
H 1.5755 -3.0109 -0.3262 0.90 -0.75 -0.58
H 2.4540 -1.1612 0.7995 -2.87 1.26 0.39
H 2.2121 -0.2876 -0.4782 -1.55 -0.03 -0.90
H 0.0783 -0.2116 1.7227 -0.45 -0.10 0.05
H 0.2514 1.3337 -0.8839 -0.70 0.76 1.80
H -1.4771 1.6219 1.8519 -0.60 0.38 -0.58
H -2.6484 3.5152 0.5945 -0.19 0.64 -0.04
H -1.2662 3.3888 -0.6092 1.11 1.16 -3.00
```
Positions in Å, forces in eV/Å.

Properties
- orbital gap (eV) = 9.7
- multiplicity = 1
- SMILES string = C=C/C=C/CCC=O
- HOMO energy (eV) = -8.996

***

> Among the records above, which one has the lowest HOMO energy?

C7H10O

***

> Which of these has the highest orbital gap?

C7H10O